Molecular formula: C5H9NS
Method: DFT, the ωB97M-V functional and the def2-TZVPD basis

Each line ends with the Mulliken charge.
Element x y z (Å)
C 2.18 0.66 0.01  -1.07
C 0.81 -0.01 -0.14  0.59
S 0.80 -1.62 0.02  -0.49
C -0.39 0.83 -0.11  0.26
C -0.35 2.32 0.02  -1.32
C -1.75 0.27 0.05  -0.05
N -2.14 -1.03 0.02  -0.33
H 2.31 1.71 -0.61  0.22
H 2.19 0.84 1.20  0.25
H 2.97 -0.02 -0.12  0.42
H 0.30 2.66 -0.72  0.37
H -1.38 2.79 -0.23  0.38
H -0.09 2.68 1.05  0.23
H -2.57 1.08 0.25  0.19
H -1.52 -1.89 -0.03  0.12
H -3.09 -1.20 -0.20  0.24

Charge   0
SMILES   CC(=S)/C(C)=C\N
ΔE to the lowest compared entry with this formula, charge and spin   38.40 kcal per mole
Energy   -648.79196 hartree

Molecular formula: C5H9NS
Method: DFT, the ωB97M-V functional and the def2-TZVPD basis

Each line ends with the Mulliken charge.
Element x y z (Å)
C 0.76 2.40 1.20  -0.13
C 1.32 0.20 0.30  -0.47
C -0.08 -0.02 -0.30  0.76
C -0.10 -1.13 -1.23  -1.85
C -1.10 -0.45 0.79  -1.21
N 1.28 1.36 1.15  -0.14
S -0.89 1.43 -1.01  -0.06
H -0.63 2.09 -0.02  0.11
H 1.53 -0.73 0.86  0.36
H 2.02 0.46 -0.49  0.31
H -1.07 -1.40 -1.57  0.44
H 0.54 -2.00 -0.91  0.34
H 0.34 -0.72 -2.12  0.49
H -1.02 0.43 1.61  0.37
H -0.79 -1.43 1.29  0.30
H -2.12 -0.49 0.47  0.39

Charge   0
ΔE to the lowest compared entry with this formula, charge and spin   55.19 kcal per mole
Energy   -648.76520 hartree

Molecular formula: C5H9NS
Method: DFT, the ωB97M-V functional and the def2-TZVPD basis

Each line ends with the Mulliken charge.
Element x y z (Å)
C 0.98 1.49 -0.19  -1.33
C 0.76 0.20 0.66  0.16
N 1.27 -1.06 0.16  -0.49
C -0.02 -1.54 -0.33  -0.54
C -0.70 -0.43 0.53  0.18
C -1.90 0.34 0.02  -0.41
S -3.46 -0.06 0.08  -0.22
H 0.25 2.28 -0.02  0.31
H 2.00 1.92 -0.08  0.32
H 0.86 1.12 -1.22  0.38
H 1.05 0.36 1.69  0.32
H 1.98 -0.99 -0.55  0.24
H -0.28 -2.57 -0.14  0.30
H -0.16 -1.38 -1.41  0.28
H -1.00 -0.85 1.50  0.32
H -1.60 1.15 -0.70  0.19

Charge   0
SMILES   C[C@@H]1NC[C@@H]1C=S
ΔE to the lowest compared entry with this formula, charge and spin   42.61 kcal per mole
Energy   -648.78524 hartree